1.
2 unconnected molecules or ions with the total composition CH6N2, computed with wB97M-V/def2-TZVPD.

```
9
Properties=species:S:1:pos:R:3
C 0.8402 1.8877 0.5396
N 1.0301 1.9771 -0.7080
H 1.5448 2.4996 1.1043
H -0.0768 1.4256 0.9092
H 0.3479 1.3720 -1.1807
N -0.8425 -2.4790 -0.1447
H -0.3552 -1.9470 0.5546
H -0.6629 -2.0925 -1.0583
H -1.8257 -2.6435 -0.0160
```

As for the structure (SMILES): C=N.N. The HOMO energy comes out at -9.96 eV.



2.
2 unconnected molecules or ions with the total composition CH6N2O, computed with wB97M-V/def2-TZVPD.

```
10
Properties=species:S:1:pos:R:3
N -1.0126 -0.9112 -0.4020
C 0.2298 -0.9280 -1.1643
N 1.1134 -0.0653 -0.8040
H -0.8866 -0.4918 0.5750
H -1.8839 -0.7450 -0.7391
H -0.1914 -1.5844 -2.0024
H 2.1067 0.0591 -1.0737
H 0.6241 1.0892 1.3786
H -0.1761 2.2139 1.9937
O 0.0766 1.3634 2.2381
```

The HOMO energy (alpha / beta) comes out at -15.32 / -15.31 eV. The spin multiplicity is 2. The charge is +1.



3.
A gas-phase ion, CH6N2O3P (charge +1), computed with wB97M-V/def2-TZVPD.

```
13
Properties=species:S:1:pos:R:3
C -1.4525 -1.1498 0.0269
O -0.0736 -1.0337 0.5186
P 0.6564 0.3681 0.3058
N 0.8744 0.6985 -1.2387
O 2.0235 0.0856 0.8397
N -0.0929 1.5832 1.6079
O -0.9909 2.2737 1.2810
H -1.8989 -2.0736 0.2941
H -1.3759 -1.1127 -1.1131
H -2.0131 -0.3764 0.4991
H 0.2562 0.7075 -2.0322
H 1.7959 0.8832 -1.6204
H 2.2912 -0.8536 0.6313
```

As for the structure (SMILES): CO[P@](=[NH2+])(O)N=O. The HOMO energy comes out at -14.37 eV. The charge is +1.



How do the records compare in relative energy (zero: lowest compared OMol25 entry of this formula, charge and spin)? In the order shown, they have 0.903; 1.983; 0.242 eV.